Entry 1:
2 unconnected molecules or ions with the total composition C7H12NO8P3. Source: the Open Molecules 2025 dataset; level of theory: wB97M-V/def2-TZVPD.

Last column: natural (NBO) charge in e.
Cartesian coordinates (Å):
N 2.649 0.717 2.049  -1.18
P 2.538 -0.542 0.862  0.87
O 2.977 -1.935 1.773  -1.04
P 0.226 -0.917 0.982  0.58
C -1.679 -1.283 1.157  -1.23
P -2.279 -1.233 2.817  2.33
O -1.756 -0.138 3.663  -1.12
O -3.903 -1.219 2.827  -0.99
O -2.004 -2.704 3.433  -1.00
H 1.752 1.149 2.262  0.38
H 3.123 0.477 2.910  0.35
H 3.504 -1.698 2.539  0.46
H 0.053 0.313 1.667  -0.02
H 0.552 -2.134 1.668  -0.08
H 0.109 -1.022 -0.408  0.06
H -1.851 -2.284 0.742  0.23
H -2.187 -0.542 0.534  0.32
H -4.169 -0.295 2.882  0.50
H -1.416 -3.204 2.856  0.50
C -0.899 0.895 -3.561  -0.55
C -0.576 0.820 -2.211  0.41
C 0.714 1.529 -1.704  0.41
O 0.950 1.458 -0.468  -0.76
C 1.528 2.161 -2.644  -0.55
C 1.224 2.256 -4.025  0.43
C -0.119 1.604 -4.512  0.43
O -0.438 1.730 -5.702  -0.67
O 1.939 2.810 -4.869  -0.67
O -1.213 0.223 -1.312  -0.77
H -1.798 0.409 -3.929  0.18
H 2.451 2.602 -2.278  0.19

HOMO = -0.56 eV
frontier orbital gap = 5.1 eV
ΔE to the lowest compared entry with this formula, charge and spin = 0.0 kJ/mol
2S+1 = 1
lowest unoccupied orbital energy = 4.570 eV
total charge = -2

Entry 2:
A gas-phase ion, C7H12NOS (charge +1) in a non-equilibrium geometry. Source: the Open Molecules 2025 dataset; level of theory: wB97M-V/def2-TZVPD.

Last column: natural (NBO) charge in e.
Cartesian coordinates (Å):
C 1.540 1.320 0.077  -0.31
C 1.753 0.006 0.280  0.37
C 0.203 1.842 -0.434  -0.51
C -2.750 -0.492 -0.752  -0.23
C -2.745 -0.590 0.756  -0.51
C -0.955 0.978 -0.112  0.28
C 3.107 -0.483 0.741  -0.68
N -1.493 0.314 -1.116  -0.50
O 0.672 -0.828 0.263  -0.71
S -1.521 0.592 1.464  0.46
H 2.372 1.912 -0.089  0.23
H 0.163 2.839 0.022  0.28
H 0.215 2.019 -1.622  0.23
H -2.500 -1.455 -1.238  0.23
H -3.629 -0.192 -1.351  0.25
H -3.641 -0.407 1.163  0.24
H -2.497 -1.541 0.976  0.23
H 3.773 0.107 1.277  0.25
H 3.584 -0.697 -0.235  0.24
H 3.040 -1.444 1.211  0.22
H 0.870 -1.662 0.778  0.51
H -1.466 0.768 -2.082  0.44

HOMO = -12.33 eV
frontier orbital gap = 8.5 eV
ΔE to the lowest compared entry with this formula, charge and spin = 115.1 kJ/mol
2S+1 = 1
lowest unoccupied orbital energy = -3.836 eV
total charge = +1

Entry 3:
A single C7H12O molecule in a non-equilibrium geometry. Source: the Open Molecules 2025 dataset; level of theory: wB97M-V/def2-TZVPD.

Last column: natural (NBO) charge in e.
Cartesian coordinates (Å):
C 0.377 1.303 1.285  -0.43
C 1.346 1.332 0.122  -0.39
C 1.580 -0.153 -0.418  -0.46
C 0.555 -0.446 -1.453  -0.16
C -0.711 -0.872 -1.436  -0.25
C -1.463 -1.296 -0.188  -0.12
C -0.936 0.606 0.928  -0.08
H 0.843 1.019 2.149  0.21
H 0.157 2.340 1.490  0.20
H 2.402 1.708 0.220  0.21
H 1.003 2.135 -0.518  0.21
H 2.608 -0.097 -0.795  0.21
H 1.469 -0.879 0.392  0.24
H 0.907 -0.251 -2.487  0.20
H -1.258 -0.749 -2.403  0.21
H -2.427 -0.907 -0.041  0.18
H -1.335 -2.382 -0.176  0.21
H -1.311 0.903 -0.063  0.18
H -1.762 0.887 1.572  0.18
O -0.723 -0.822 0.953  -0.55

HOMO = -9.04 eV
frontier orbital gap = 10.2 eV
ΔE to the lowest compared entry with this formula, charge and spin = 194.2 kJ/mol
2S+1 = 1
lowest unoccupied orbital energy = 1.109 eV
SMILES string = C1=C\COCCCC/1

Entry 4:
A single C7H12O molecule in a non-equilibrium geometry. Source: the Open Molecules 2025 dataset; level of theory: wB97M-V/def2-TZVPD.

Last column: natural (NBO) charge in e.
Cartesian coordinates (Å):
C -0.287 -2.415 -0.073  -0.64
C 0.492 -1.093 0.121  0.08
C -0.361 -0.120 1.074  -0.43
C -0.173 1.086 0.347  -0.12
C 1.266 1.501 0.244  -0.62
C -0.930 1.800 -0.776  -0.37
C -0.509 0.433 -1.079  0.07
H -0.373 -3.060 0.795  0.22
H -1.305 -2.165 -0.506  0.20
H 0.172 -3.086 -0.747  0.22
H 1.522 -1.252 0.552  0.20
H 0.112 0.064 2.031  0.22
H -1.445 -0.421 1.106  0.22
H 1.977 0.725 0.673  0.20
H 1.531 1.635 -0.766  0.22
H 1.552 2.412 0.844  0.21
H -1.976 1.828 -0.642  0.23
H -0.416 2.739 -1.091  0.24
H -1.475 -0.200 -0.881  0.15
O 0.625 -0.411 -1.226  -0.51

HOMO = -7.94 eV
frontier orbital gap = 9.0 eV
ΔE to the lowest compared entry with this formula, charge and spin = 451.6 kJ/mol
2S+1 = 1
lowest unoccupied orbital energy = 1.012 eV
SMILES string = C[C@@H]1C[C@@]2(C)C[C@H]2O1

Entry 5:
2 unconnected molecules or ions with the total composition C7H12O in a non-equilibrium geometry. Source: the Open Molecules 2025 dataset; level of theory: wB97M-V/def2-TZVPD.

Last column: natural (NBO) charge in e.
Cartesian coordinates (Å):
C 0.936 -1.792 0.360  -0.04
C 2.412 -1.738 0.134  -0.68
C -1.080 -0.482 0.878  0.02
C 0.202 -0.636 0.308  -0.09
C 0.700 0.691 -0.320  -0.62
C -3.215 0.721 1.034  -0.21
C -2.041 0.448 0.432  -0.30
H 0.517 -2.702 -0.059  0.21
H 2.852 -2.728 0.030  0.22
H 2.894 -1.235 0.977  0.24
H -1.268 -1.175 1.689  0.22
H 1.593 0.844 -0.945  0.34
H -0.147 0.427 -0.977  0.24
H 0.639 1.635 0.204  0.25
H -3.349 0.684 2.103  0.21
H -3.951 1.179 0.388  0.21
H -1.866 0.970 -0.503  0.25
H 1.352 2.431 -3.022  0.42
H 2.723 -1.209 -0.766  0.26
O 1.408 2.247 -2.076  -1.14

HOMO = -6.63 eV
frontier orbital gap = 3.7 eV
ΔE to the lowest compared entry with this formula, charge and spin = 752.6 kJ/mol
2S+1 = 1
lowest unoccupied orbital energy = -2.967 eV

Entry 6:
A molecular structure, C7H12O2 in a non-equilibrium geometry. Source: the Open Molecules 2025 dataset; level of theory: wB97M-V/def2-TZVPD.

Last column: natural (NBO) charge in e.
Cartesian coordinates (Å):
C 2.183 -1.701 2.599  -0.60
C 0.882 -1.091 2.649  -0.39
C 0.723 -0.072 1.581  -0.44
C 0.472 -0.756 0.214  -0.03
C -0.960 0.646 -1.003  0.73
C -1.202 1.668 -2.100  -0.31
C -1.214 1.243 -3.551  -0.39
H 2.463 -1.906 1.526  0.22
H 3.073 -0.692 2.689  0.16
H 2.381 -2.371 3.443  0.23
H 0.588 -0.353 3.745  0.19
H 0.190 -1.877 2.547  0.21
H -0.205 0.514 1.696  0.22
H 1.385 0.763 1.571  0.22
H -0.067 -1.495 0.188  0.17
H 1.325 -1.166 0.176  0.17
H -1.666 2.821 -1.657  0.26
H -1.212 -0.081 -3.922  0.23
H -1.203 2.042 -4.413  0.23
O 0.342 0.280 -0.960  -0.49
O -1.887 0.242 -0.281  -0.60

HOMO = -9.38 eV
frontier orbital gap = 9.8 eV
ΔE to the lowest compared entry with this formula, charge and spin = 702.3 kJ/mol
2S+1 = 1
lowest unoccupied orbital energy = 0.467 eV

Entry 7:
A single C7H12O2 molecule in a non-equilibrium geometry. Source: the Open Molecules 2025 dataset; level of theory: wB97M-V/def2-TZVPD.

Last column: natural (NBO) charge in e.
Cartesian coordinates (Å):
C 0.042 -1.056 -0.433  0.05
C 0.472 1.349 0.717  -0.47
C 0.149 -2.431 0.217  -0.62
C 0.256 2.398 -0.367  -0.61
C -0.603 -0.038 0.404  0.07
C 1.478 -0.371 -0.503  0.46
C -1.833 0.080 0.845  -0.42
O -0.454 -1.084 -1.759  -0.71
O 2.404 -0.651 0.223  -0.54
H -1.407 -1.228 -1.727  0.48
H 1.544 0.034 -1.525  0.14
H 0.008 1.665 1.653  0.21
H 1.508 1.335 1.052  0.25
H 0.707 -3.090 -0.447  0.22
H 0.688 -2.353 1.158  0.24
H -0.845 -2.839 0.405  0.21
H -2.617 -0.587 0.508  0.20
H -2.121 0.882 1.509  0.21
H 0.732 2.083 -1.296  0.20
H 0.696 3.350 -0.066  0.21
H -0.803 2.552 -0.569  0.21

HOMO = -9.47 eV
frontier orbital gap = 10.2 eV
ΔE to the lowest compared entry with this formula, charge and spin = 265.2 kJ/mol
2S+1 = 1
lowest unoccupied orbital energy = 0.707 eV
SMILES string = C=C(CC)[C@@](C)(O)C=O

Entry 8:
A molecular structure, C7H12O3 in a non-equilibrium geometry. Source: the Open Molecules 2025 dataset; level of theory: wB97M-V/def2-TZVPD.

Last column: natural (NBO) charge in e.
Cartesian coordinates (Å):
C -1.542 0.663 -0.684  -0.61
C -1.004 -0.276 0.383  -0.07
C -2.131 -0.907 1.195  -0.60
C 0.040 -1.338 -0.090  -0.39
C 1.056 -0.817 0.966  -0.36
C 0.068 0.305 1.336  0.10
O 0.957 1.283 0.706  -0.50
C 1.896 0.317 0.428  0.79
O 2.993 0.490 -0.010  -0.53
H -0.732 1.138 -1.252  0.22
H -2.168 0.101 -1.392  0.21
H -2.163 1.452 -0.234  0.22
H -2.772 -1.514 0.540  0.22
H -1.741 -1.560 1.989  0.21
H -2.751 -0.129 1.663  0.21
H -0.269 -2.373 0.096  0.22
H 0.369 -1.250 -1.133  0.22
H 1.519 -1.515 1.668  0.24
H -0.198 0.620 2.350  0.20
O 3.240 1.821 -2.762  -0.93
H 2.473 2.257 -2.342  0.47
H 2.860 1.235 -3.422  0.46

HOMO = -10.32 eV
frontier orbital gap = 10.9 eV
ΔE to the lowest compared entry with this formula, charge and spin = 95.9 kJ/mol
2S+1 = 1
lowest unoccupied orbital energy = 0.612 eV

Entry 9:
A single C7H12OS2 molecule in a non-equilibrium geometry. Source: the Open Molecules 2025 dataset; level of theory: wB97M-V/def2-TZVPD.

Last column: natural (NBO) charge in e.
Cartesian coordinates (Å):
C 0.499 -1.482 1.713  -0.29
C 0.727 -1.229 0.225  -0.27
C -0.374 1.146 -1.501  -0.41
C 0.563 1.197 -0.340  -0.35
C -0.928 -1.930 2.062  -0.63
C -1.779 1.645 -1.106  -0.61
C 1.480 -0.033 -0.184  -0.44
O 2.128 1.933 -2.559  -0.94
S 1.769 -2.526 0.954  0.10
S 0.973 2.388 -1.763  1.16
H 1.010 -0.880 2.379  0.22
H 0.046 -1.460 -0.480  0.21
H -0.570 0.352 -2.214  0.24
H 0.088 1.743 0.408  0.22
H -0.861 -3.051 1.910  0.23
H -1.684 -1.512 1.317  0.21
H -1.201 -1.675 3.090  0.22
H -1.589 2.540 -0.644  0.20
H -2.436 0.952 -0.632  0.23
H -2.262 1.928 -2.109  0.21
H 2.286 0.223 0.460  0.23
H 2.116 -0.269 -0.984  0.25

HOMO = -8.89 eV
frontier orbital gap = 9.7 eV
ΔE to the lowest compared entry with this formula, charge and spin = 276.5 kJ/mol
2S+1 = 1
lowest unoccupied orbital energy = 0.764 eV

Entry 10:
A single C7H12Si molecule in a non-equilibrium geometry. Source: the Open Molecules 2025 dataset; level of theory: wB97M-V/def2-TZVPD.

Last column: natural (NBO) charge in e.
Cartesian coordinates (Å):
C -3.049 0.366 0.278  -0.10
C -2.100 0.534 1.013  -0.37
C 1.853 0.049 -1.086  -0.39
C 2.247 -0.707 0.132  -0.40
C 1.020 1.287 -0.683  -0.89
C 1.132 -0.769 1.150  -0.92
C -4.049 -0.412 -0.574  -0.69
Si 0.179 0.825 0.967  1.39
H 2.676 0.285 -1.650  0.21
H 1.152 -0.732 -1.544  0.19
H 2.627 -1.732 -0.265  0.21
H 3.122 -0.292 0.551  0.20
H 1.857 2.078 -0.474  0.24
H 0.324 1.616 -1.549  0.26
H 0.617 -1.752 0.981  0.26
H 1.472 -0.739 2.238  0.25
H -5.158 -0.135 -0.623  0.24
H -3.708 -0.168 -1.616  0.23
H -3.787 -1.496 -0.368  0.24
H 0.389 1.569 2.229  -0.17

HOMO = -9.34 eV
frontier orbital gap = 10.1 eV
ΔE to the lowest compared entry with this formula, charge and spin = 302.1 kJ/mol
2S+1 = 1
lowest unoccupied orbital energy = 0.801 eV
SMILES string = CC#C[SiH]1CCCC1